This record from the OMol25 dataset describes 8 unconnected molecules or ions with the total composition C36H78N2O6. The level of theory is the ωB97M-V functional and the def2-TZVPD basis.

The value obtained for the energy above the lowest of the compared OMol25 structures with the same formula, charge and spin is 82.4 kJ/mol. As for the molar mass: 635.028 g/mol. The HOMO-LUMO gap comes out at 9.2 eV. The energy is -53858.9360 eV. As for the total charge: 0. As for the SMILES: CCN(CC)CC.CCN(CC)CC.C1CCOC1.C1CCOC1.C1CCOC1.C1CCOC1.C1CCOC1.C1CCOC1. For the LUMO energy, the calculation gives 0.616 eV.

Structure (XYZ):
```
122
C36H78N2O6 the ωB97M-V functional and the def2-TZVPD basis
C -2.676 1.206 3.115
C -3.455 2.450 3.436
N -2.643 3.623 3.757
C -3.417 4.833 3.511
C -2.616 6.104 3.722
C -2.166 3.534 5.126
C -3.148 3.779 6.280
H -3.391 0.386 2.984
H -2.022 0.872 3.929
H -2.060 1.239 2.219
H -4.032 2.696 2.533
H -4.251 2.275 4.175
H -3.763 4.818 2.475
H -4.328 4.879 4.135
H -3.241 6.985 3.590
H -2.109 6.114 4.685
H -1.817 6.158 2.974
H -1.321 4.213 5.290
H -1.720 2.550 5.278
H -4.009 3.110 6.260
H -3.468 4.820 6.329
H -2.630 3.554 7.215
C 2.275 3.055 -2.221
C 3.134 2.057 -2.971
N 3.839 1.150 -2.072
C 4.169 -0.126 -2.726
C 2.916 -0.942 -3.074
C 5.008 1.769 -1.449
C 6.184 2.108 -2.356
H 1.806 2.590 -1.350
H 1.500 3.514 -2.835
H 2.864 3.866 -1.779
H 2.503 1.456 -3.630
H 3.821 2.586 -3.651
H 4.795 0.046 -3.611
H 4.734 -0.678 -1.970
H 3.150 -1.999 -2.957
H 2.057 -0.650 -2.471
H 2.618 -0.791 -4.115
H 5.347 1.135 -0.624
H 4.646 2.680 -0.963
H 5.917 2.846 -3.114
H 6.643 1.220 -2.784
H 6.948 2.622 -1.764
C 1.444 4.532 3.230
C 1.540 3.043 2.874
C 1.181 2.376 4.197
O 1.812 3.208 5.181
C 1.765 4.568 4.740
H 0.405 4.838 3.080
H 2.091 5.177 2.641
H 2.570 2.786 2.617
H 0.878 2.765 2.055
H 1.641 1.397 4.309
H 0.106 2.373 4.374
H 2.762 4.959 4.947
H 1.000 5.118 5.291
C -2.989 -1.802 -0.927
C -3.659 -0.693 -0.060
C -4.866 -0.282 -0.943
O -5.042 -1.309 -1.925
C -3.733 -1.754 -2.251
H -3.062 -2.738 -0.375
H -1.913 -1.660 -1.051
H -3.018 0.183 0.012
H -4.028 -1.075 0.887
H -4.644 0.698 -1.383
H -5.854 -0.217 -0.484
H -3.281 -1.004 -2.913
H -3.803 -2.724 -2.736
C 0.300 -0.419 0.470
C 1.746 0.010 0.278
C 2.486 -1.323 0.440
O 1.741 -2.044 1.411
C 0.377 -1.823 1.113
H -0.225 -0.485 -0.484
H -0.242 0.269 1.117
H 2.100 0.693 1.049
H 1.998 0.483 -0.674
H 3.503 -1.224 0.819
H 2.526 -1.887 -0.503
H -0.208 -1.860 2.033
H -0.030 -2.589 0.441
C -1.411 -6.590 0.287
C -1.281 -7.345 -1.026
C -2.217 -6.525 -1.936
O -2.182 -5.174 -1.444
C -1.469 -5.150 -0.217
H -0.561 -6.707 0.964
H -2.311 -6.906 0.815
H -1.650 -8.369 -0.947
H -0.269 -7.367 -1.425
H -3.240 -6.900 -1.936
H -1.819 -6.483 -2.952
H -1.941 -4.507 0.528
H -0.437 -4.826 -0.409
C 3.009 -5.541 -1.045
C 2.849 -4.614 -2.231
C 1.600 -5.191 -2.889
O 1.700 -6.597 -2.712
C 2.601 -6.891 -1.636
H 2.387 -5.255 -0.197
H 4.041 -5.551 -0.686
H 3.683 -4.694 -2.935
H 2.738 -3.549 -2.022
H 1.549 -4.961 -3.953
H 0.703 -4.786 -2.400
H 3.438 -7.434 -2.073
H 2.078 -7.479 -0.879
C -1.468 2.759 -4.234
C -0.881 1.354 -4.210
C -1.105 0.957 -2.742
O -2.362 1.492 -2.437
C -2.563 2.713 -3.163
H -1.843 3.107 -5.199
H -0.634 3.442 -4.045
H 0.166 1.262 -4.505
H -1.406 0.607 -4.814
H -0.289 1.331 -2.102
H -1.126 -0.126 -2.604
H -2.466 3.560 -2.475
H -3.581 2.661 -3.542
```

This record from the OMol25 dataset describes 2 unconnected molecules or ions with the total composition C2H7Cl2N2O2. The level of theory is the ωB97M-V functional and the def2-TZVPD basis.

The value obtained for the energy above the lowest of the compared OMol25 structures with the same formula, charge and spin is 144.2 kJ/mol. As for the molar mass: 161.996 g/mol. The HOMO-LUMO gap comes out at 7.2 eV. The energy is -34297.3247 eV. As for the total charge: +1. For the LUMO energy, the calculation gives -4.484 eV.

Structure (XYZ):
```
15
C2H7Cl2N2O2 the ωB97M-V functional and the def2-TZVPD basis
C 1.890 0.343 0.329
C -0.763 0.166 0.015
N 1.968 -0.342 1.431
N -0.903 -0.393 -1.596
O -1.559 1.259 -0.119
O -1.219 -0.721 0.929
Cl 2.017 2.024 0.311
Cl 2.277 -0.458 -1.176
H 1.680 -1.398 1.543
H 1.857 0.080 2.416
H -0.781 0.557 -2.087
H -0.067 -0.919 -1.703
H -1.728 -0.791 -1.819
H -2.462 1.078 0.313
H -2.209 -0.484 1.214
```

This record from the OMol25 dataset describes a molecular structure, C42H50BaCl3N11O10SSi. The level of theory is the ωB97M-V functional and the def2-TZVPD basis.

The value obtained for the energy above the lowest of the compared OMol25 structures with the same formula, charge and spin is 162.3 kJ/mol. As for the molar mass: 1172.769 g/mol. The HOMO-LUMO gap comes out at 4.9 eV. The energy is -138210.1641 eV. As for the total charge: -2. For the LUMO energy, the calculation gives 2.446 eV.

Structure (XYZ):
```
119
C42H50BaCl3N11O10SSi the ωB97M-V functional and the def2-TZVPD basis
Ba -0.144 0.140 -0.005
C 2.078 2.342 2.699
N 3.398 1.867 2.360
C 4.193 2.878 1.695
C 3.552 0.552 2.010
N 2.561 -0.233 1.791
C 2.620 -1.580 2.105
C 3.069 -1.896 3.393
C 3.048 -3.177 3.904
C 2.566 -4.207 3.115
C 2.131 -3.925 1.836
C 2.141 -2.633 1.291
N 1.556 -2.451 0.055
C 1.695 -3.291 -0.909
N 0.710 -3.497 -1.824
C -0.654 -3.120 -1.562
C 0.987 -3.830 -3.196
N 2.827 -4.075 -1.159
C 2.693 -5.507 -1.248
C 4.128 -3.593 -0.775
N 4.893 0.176 1.951
C 5.785 0.486 3.035
C 5.276 -0.942 1.136
H 2.183 3.232 3.323
H 1.543 1.572 3.249
H 1.512 2.603 1.804
H 3.626 3.279 0.851
H 5.119 2.452 1.323
H 4.417 3.689 2.392
H 3.398 -1.075 4.018
H 3.372 -3.360 4.919
H 2.494 -5.216 3.500
H 1.707 -4.721 1.239
H -0.776 -2.910 -0.508
H -1.314 -3.949 -1.834
H -0.947 -2.243 -2.139
H 0.617 -4.833 -3.440
H 2.055 -3.784 -3.384
H 0.481 -3.114 -3.846
H 1.649 -5.774 -1.386
H 3.057 -5.996 -0.334
H 3.277 -5.898 -2.089
H 4.158 -2.525 -0.988
H 4.875 -4.108 -1.386
H 4.358 -3.772 0.283
H 5.342 1.251 3.665
H 6.745 0.847 2.649
H 5.978 -0.408 3.644
H 4.589 -0.995 0.291
H 5.272 -1.893 1.686
H 6.284 -0.761 0.752
Cl -1.652 3.527 2.771
Si -1.524 1.465 2.212
Cl -3.539 0.977 2.282
Cl -0.952 0.734 4.100
O -1.339 -1.636 1.321
C -2.361 -1.490 0.634
O -2.462 -0.746 -0.352
C -3.579 -2.331 0.998
C -3.410 -3.527 1.681
C -4.524 -4.334 1.944
C -5.794 -3.936 1.549
C -5.948 -2.734 0.875
C -4.842 -1.926 0.591
N -7.253 -2.352 0.444
O -7.381 -1.320 -0.201
O -8.197 -3.089 0.725
N -4.377 -5.591 2.595
O -5.394 -6.233 2.863
O -3.247 -5.995 2.853
H -2.428 -3.835 2.005
H -6.648 -4.564 1.751
H -4.970 -0.998 0.056
C -0.145 1.596 -4.689
C 1.261 1.211 -4.241
C 1.079 -0.258 -3.895
O -0.204 -0.348 -3.301
C -1.019 0.720 -3.787
H -0.290 1.357 -5.746
H -0.359 2.650 -4.539
H 1.526 1.763 -3.343
H 2.032 1.373 -4.990
H 1.821 -0.627 -3.184
H 1.106 -0.879 -4.809
H -1.375 1.292 -2.929
H -1.883 0.299 -4.317
O -1.601 4.148 -2.613
C -0.464 4.023 -2.209
N 0.518 4.978 -2.423
C 1.743 4.629 -1.755
C 1.332 3.196 -1.254
O 2.110 2.452 -0.659
N 0.077 2.957 -1.546
C 1.971 5.557 -0.582
C 1.212 5.405 0.574
C 1.349 6.295 1.624
C 2.231 7.357 1.529
C 2.973 7.529 0.372
C 2.846 6.633 -0.675
C 2.925 4.514 -2.673
C 2.791 4.569 -4.054
C 3.899 4.435 -4.870
C 5.153 4.243 -4.318
C 5.289 4.170 -2.943
C 4.183 4.293 -2.127
H 0.295 5.923 -2.688
H 0.502 4.594 0.650
H 0.744 6.156 2.507
H 2.329 8.057 2.348
H 3.638 8.378 0.279
H 3.425 6.771 -1.577
H 1.812 4.704 -4.490
H 3.779 4.469 -5.945
H 6.019 4.111 -4.950
H 6.258 3.994 -2.501
H 4.284 4.199 -1.058
O 4.078 1.462 -2.975
S 3.891 0.933 -1.597
N 3.420 -0.473 -1.530
```

This record from the OMol25 dataset describes C4H5NO in the gas phase. The level of theory is the ωB97M-V functional and the def2-TZVPD basis.

The value obtained for the energy above the lowest of the compared OMol25 structures with the same formula, charge and spin is 75.7 kJ/mol. As for the molar mass: 83.090 g/mol. The HOMO-LUMO gap comes out at 9.2 eV. The energy is -7765.7424 eV. As for the total charge: 0. As for the SMILES: Nc1ccoc1. For the LUMO energy, the calculation gives 1.081 eV.

Structure (XYZ):
```
11
C4H5NO the ωB97M-V functional and the def2-TZVPD basis
N 1.866 -0.187 -0.249
C 0.494 0.067 -0.071
C -0.582 -0.862 -0.282
C -1.724 -0.175 -0.031
O -1.454 1.096 0.325
C -0.096 1.239 0.288
H 2.428 0.121 0.535
H 2.050 -1.166 -0.420
H -0.499 -1.900 -0.578
H -2.769 -0.449 -0.054
H 0.286 2.217 0.537
```

This record from the OMol25 dataset describes a molecular structure, C42H30CoN4O6PS. The level of theory is the ωB97M-V functional and the def2-TZVPD basis.

The value obtained for the energy above the lowest of the compared OMol25 structures with the same formula, charge and spin is 0.0 kJ/mol. As for the molar mass: 808.698 g/mol. The HOMO-LUMO gap (spin up / spin down) comes out at 6.3 / 6.2 eV. The energy is -120036.3567 eV. As for the total charge: 0. For the LUMO energy (spin up / spin down), the calculation gives -0.689 / -0.821 eV.

Structure (XYZ):
```
85
C42H30CoN4O6PS the ωB97M-V functional and the def2-TZVPD basis
Co 2.835 -0.078 -0.513
C -8.692 -3.386 3.651
O -7.791 -3.787 2.637
C -6.464 -3.745 2.917
C -5.926 -3.352 4.136
C -4.547 -3.295 4.294
C -3.692 -3.602 3.247
C -4.244 -4.049 2.037
C -5.608 -4.124 1.878
N -2.324 -3.379 3.446
N -1.557 -3.532 2.477
C -0.473 -2.678 2.341
C -0.230 -1.598 3.182
C 0.786 -0.676 2.948
C 1.542 -0.746 1.779
O 2.425 0.124 1.413
C 1.312 -1.874 0.918
N 2.085 -1.908 -0.206
C 2.059 -2.981 -0.965
C 1.225 -4.073 -0.680
C 0.369 -4.013 0.387
C 0.389 -2.880 1.229
H -9.682 -3.425 3.206
H -8.490 -2.366 3.988
H -8.654 -4.061 4.510
H -6.562 -3.073 4.963
H -4.114 -2.958 5.227
H -3.572 -4.331 1.238
H -6.051 -4.463 0.950
H -0.866 -1.501 4.052
H 0.992 0.121 3.650
H 2.730 -2.988 -1.815
H 1.265 -4.951 -1.309
H -0.306 -4.827 0.612
O 3.723 -0.936 -2.722
C 2.832 -0.208 -2.384
C 1.907 0.538 -3.266
C 2.135 0.681 -4.630
C 1.235 1.405 -5.390
C 0.120 1.981 -4.788
C -0.102 1.840 -3.426
C 0.804 1.122 -2.658
P 0.745 0.838 -0.849
C -0.705 -0.278 -0.769
C -1.578 -0.241 0.318
C -2.726 -1.020 0.325
C -3.006 -1.856 -0.745
C -2.100 -1.962 -1.792
C -0.950 -1.187 -1.800
C 0.139 2.316 0.003
C -1.084 2.896 -0.322
C -1.433 4.120 0.228
C -0.579 4.752 1.122
C 0.609 4.140 1.497
C 0.968 2.921 0.944
H 3.012 0.227 -5.074
H 1.399 1.524 -6.453
H -0.588 2.538 -5.387
H -0.966 2.300 -2.969
H -1.367 0.411 1.155
H -3.406 -0.969 1.167
H -3.929 -2.420 -0.771
H -2.295 -2.639 -2.615
H -0.250 -1.271 -2.622
H -1.777 2.392 -0.984
H -2.373 4.584 -0.040
H -0.847 5.719 1.526
H 1.260 4.614 2.220
H 1.893 2.434 1.225
O 6.186 0.393 -1.085
S 5.593 1.475 -0.352
O 5.837 1.548 1.059
N 3.970 1.526 -0.677
C 3.587 2.723 -1.202
O 2.444 3.033 -1.497
C 4.752 3.630 -1.432
C 4.722 4.895 -1.989
C 5.927 5.563 -2.159
C 7.131 4.973 -1.777
C 7.157 3.703 -1.218
C 5.949 3.051 -1.069
H 3.777 5.334 -2.281
H 5.938 6.550 -2.603
H 8.058 5.516 -1.909
H 8.082 3.234 -0.909
```